Molecular formula: C3H5ClO2S
Method: DFT, ωB97M-V/def2-TZVPD

Its energy above the lowest of the compared OMol25 structures with the same formula, charge and spin is 63.7 kcal per mole. The value obtained for the LUMO energy is -0.17 eV. The value obtained for the energy is -1126.0530 Ha. The spin multiplicity is 1. Its highest occupied orbital energy is -9.953 eV. As for the total charge: 0.

Last column: natural (NBO) charge in e.
Positions of all 12 atoms, in Å:
C  -2.1050  0.4388  -0.5662  0.11
C  -2.7355  0.6808  -1.6453  -0.49
C  -1.4847  0.4050  0.5698  -0.49
O  3.4748  -0.9997  1.7951  -0.88
O  2.3249  -1.9175  -0.3944  -0.85
S  2.1152  -1.1350  0.8069  1.53
Cl  2.2064  0.8729  0.1992  -0.28
H  -2.7108  1.5685  -2.1228  0.22
H  -3.2176  -0.2217  -2.1239  0.22
H  4.2286  -0.6218  1.4899  0.49
H  -1.7842  0.6865  1.4997  0.22
H  -0.3123  0.2433  0.4920  0.20